# 1
This record from OMol25 describes a structure of composition C2H3GaO in a non-equilibrium geometry. The level of theory is the ωB97M-V functional and the def2-TZVPD basis.

Output
ΔE to the lowest compared entry with this formula, charge and spin	24.5	kcal per mole
⟨S²⟩	0.766
2S+1	2
frontier orbital gap (spin up / spin down)	0.23449 / 0.29702	hartree
molar mass	112.8	g mol⁻¹
charge	+1

Element x y z (Å)
C  -1.174  0.955  -0.276
C  -1.316  -0.470  0.083
O  0.193  -0.961  0.420
Ga  0.696  0.716  0.009
H  -2.102  1.536  -0.349
H  -1.994  -0.649  0.946
H  -1.671  -1.086  -0.771

---

# 2
This record from OMol25 describes the molecule CH2N4O in a non-equilibrium geometry. The level of theory is the ωB97M-V functional and the def2-TZVPD basis.

Output
ΔE to the lowest compared entry with this formula, charge and spin	94.7	kcal per mole
SMILES	[H]/N=c1/nno[nH]1
frontier orbital gap	0.34177	hartree
molar mass	86.1	g mol⁻¹
charge	0

Element x y z (Å)
C  -0.030  -0.431  -0.642
H  0.888  -1.999  -1.042
H  1.595  -0.380  0.278
N  0.059  -1.303  -1.623
N  -0.876  0.641  -0.449
N  -0.580  1.232  0.668
N  0.648  -0.508  0.542
O  0.367  0.566  1.331

---

> What is the formula in the second record?

CH2N4O

---

> Which formula does entry 1 have?

C2H3GaO

---

Repeat the second record exactly.
This record from OMol25 describes the molecule CH2N4O in a non-equilibrium geometry. The level of theory is the ωB97M-V functional and the def2-TZVPD basis.

Output
ΔE to the lowest compared entry with this formula, charge and spin	94.7	kcal per mole
SMILES	[H]/N=c1/nno[nH]1
frontier orbital gap	0.34177	hartree
molar mass	86.1	g mol⁻¹
charge	0

Element x y z (Å)
C  -0.030  -0.431  -0.642
H  0.888  -1.999  -1.042
H  1.595  -0.380  0.278
N  0.059  -1.303  -1.623
N  -0.876  0.641  -0.449
N  -0.580  1.232  0.668
N  0.648  -0.508  0.542
O  0.367  0.566  1.331

---

> Look up the ΔE to the lowest compared entry with this formula, charge and spin of the first one.

24.5 kcal per mole